Record 1
ORCA calculation (ωB97M-V/def2-TZVPD) on a cluster of 16 separate species, C24H24Cl45NO5 in total.

Output
total energy = -22068.05769 hartree
HOMO energy = -9.82 eV
net charge = 0

XYZ file:
```
99
C24H24Cl45NO5 (ωB97M-V/def2-TZVPD)
C 4.14207 -2.59326 -1.66297
C 3.52303 -1.09663 -1.39488
O 2.53546 -0.64489 -2.38748
C 1.52627 -1.67328 -2.68431
C 0.01414 -1.03855 -3.01294
C -1.05094 -2.18472 -2.42252
C -1.10695 -3.43940 -3.24319
N -0.36478 -3.81218 -4.52173
C 0.63324 -4.73698 -4.20436
O 1.87213 -5.27817 -4.04918
C -2.18492 -4.31119 -2.33769
O -2.56771 -5.60734 -2.50571
O -2.67522 -3.45214 -1.20948
C -1.99017 -2.15151 -1.07862
O -2.04827 -1.19817 -0.14298
H 4.95433 -2.77897 -0.81030
H 3.32097 -3.44127 -1.48543
H 4.55548 -2.77272 -2.74419
H 2.98817 -1.09457 -0.34640
H 4.41646 -0.30704 -1.40087
H 1.36547 -2.30992 -1.68732
H 1.92028 -2.33931 -3.57665
H -0.14999 -0.88018 -4.16152
H -0.12789 0.00183 -2.44509
C -2.86936 1.99830 -1.58630
Cl -3.01558 3.56548 -0.77275
Cl -4.28938 1.68859 -2.59974
Cl -1.38767 1.93671 -2.55602
H -2.81413 1.21787 -0.82306
C -4.68219 -0.51925 2.02325
Cl -5.24469 0.63627 3.24295
Cl -5.73795 -1.94156 1.98015
Cl -4.60653 0.24785 0.42782
H -3.67552 -0.84573 2.29650
C 3.77714 -5.82379 0.41151
Cl 3.20416 -5.71586 -1.26162
Cl 3.45129 -4.31375 1.27929
Cl 3.01969 -7.19396 1.24123
H 4.85799 -5.98555 0.39564
C 2.95488 -1.50496 4.38394
Cl 4.10465 -2.47197 5.32320
Cl 3.28871 0.22388 4.58171
Cl 3.01380 -1.95802 2.67198
H 1.94823 -1.70646 4.75907
C -0.88330 7.33398 -0.80707
Cl -2.09773 6.73709 0.33669
Cl 0.56096 7.89239 0.05417
Cl -0.46046 6.07420 -1.97912
H -1.30920 8.18117 -1.35068
C 5.52957 3.88119 3.94130
Cl 4.25545 3.16656 4.94392
Cl 6.53517 2.61475 3.21719
Cl 4.82646 4.91234 2.68355
H 6.16361 4.50114 4.58028
C -8.10002 2.81840 5.54749
Cl -8.55055 4.49999 5.21796
Cl -6.38047 2.55734 5.20916
Cl -8.47568 2.39120 7.22556
H -8.68301 2.17014 4.88830
C -11.85459 1.93063 4.92150
Cl -13.49469 1.27037 5.03749
Cl -10.69286 0.64763 4.54234
Cl -11.78525 3.21319 3.70094
H -11.58764 2.36183 5.88972
C 3.30980 4.53179 -1.73816
Cl 3.94761 5.32276 -0.28665
Cl 4.49544 4.59566 -3.05331
Cl 2.86107 2.85422 -1.38610
H 2.41265 5.06863 -2.05689
C -5.95676 -2.17266 6.44731
Cl -6.40729 -0.49108 6.11778
Cl -4.23721 -2.43372 6.10899
Cl -6.33242 -2.59987 8.12538
H -6.53975 -2.82092 5.78812
C 10.12040 2.28185 0.68609
Cl 9.54742 2.38977 -0.98704
Cl 9.79455 3.79189 1.55386
Cl 9.36295 0.91167 1.51581
H 11.20125 2.12009 0.67022
C -4.50186 0.22697 -6.27478
Cl -3.35209 -0.74004 -5.33553
Cl -4.16803 1.95581 -6.07701
Cl -4.44294 -0.22610 -7.98674
H -5.50851 0.02547 -5.89966
C 7.72040 -4.01879 -1.69502
Cl 7.14742 -3.91086 -3.36814
Cl 7.39455 -2.50875 -0.82724
Cl 6.96295 -5.38896 -0.86529
H 8.80125 -4.18055 -1.71089
C -5.53934 4.96130 2.14660
Cl -4.80720 5.47485 3.67615
Cl -5.35744 3.21267 1.92603
Cl -7.24969 5.42077 2.09048
H -5.01976 5.46745 1.32899
C 6.33881 -4.16528 -7.35768
Cl 5.27991 -3.61251 -6.04906
Cl 7.41409 -2.85825 -7.88197
Cl 7.27942 -5.57589 -6.84290
H 5.71434 -4.45847 -8.20545
```

Here are the Mulliken charges for atoms 1 to 2, given in e: 0.450, -0.142

---

Record 2
ORCA calculation (ωB97M-V/def2-TZVPD) on an isolated molecule of C4H7N.

Output
total energy = -211.26934 hartree
SMILES string = CC1=N[C@@H]1C
HOMO energy = -9.17 eV
net charge = 0

XYZ file:
```
12
C4H7N (ωB97M-V/def2-TZVPD)
C -0.65498 -1.15708 1.22611
C 0.50536 -0.46822 0.67645
N 1.36292 0.49101 0.86078
C 0.85839 0.23193 -0.59347
C -0.06968 1.16037 -1.24490
H -0.33106 -2.09317 1.72412
H -1.45552 -1.45037 0.59339
H -1.02253 -0.65647 2.12464
H 1.76503 -0.10884 -1.05267
H -0.94911 1.08701 -0.62632
H -0.25959 0.75640 -2.33904
H 0.25076 2.20742 -1.34908
```

Here are the Mulliken charges for atoms 1 to 2, given in e: -1.125, 0.350

---

Record 3
ORCA calculation (ωB97M-V/def2-TZVPD) on the ion C5H9N2 with charge +1.

Output
total energy = -305.01795 hartree
HOMO energy = -13.07 eV
net charge = +1

XYZ file:
```
16
C5H9N2 (ωB97M-V/def2-TZVPD)
C 1.78099 -1.21162 0.56070
C -0.46525 -0.34499 0.60842
C 3.10773 -1.75478 0.53152
C -2.61633 0.79972 0.41326
C -0.68379 1.23097 -1.11233
N 0.82336 -0.60221 0.31566
N -1.21495 0.59646 0.05436
H 3.70841 -0.77146 0.43910
H 2.98813 -2.44854 -0.35458
H 3.19894 -2.25153 1.52765
H -3.25111 0.61496 -0.59467
H -2.98544 1.75190 0.65736
H -2.82741 0.18199 1.37435
H -0.76155 0.67733 -2.04803
H 0.36853 1.45271 -1.08941
H -1.17028 2.07907 -1.28335
```

Here are the Mulliken charges for atoms 1 to 2, given in e: 0.463, -0.235

---

Let's list maximum force in order: 0.2274 0.0851 0.0843 hartree/bohr.